a:
C5H5N3 as an isolated structure, computed with ωB97M-V/def2-TZVPD.

Each line ends with the natural charge from an NBO analysis.
Geometry (Å):
C1 1.142 1.216 0.400  -0.25
C2 -0.404 0.033 0.770  0.35
C3 -1.408 -1.483 -0.439  0.27
C4 0.257 -0.372 -1.598  0.06
C5 0.518 -0.025 -0.271  -0.13
H1 1.874 0.612 0.910  0.20
H2 1.420 2.134 -0.126  0.22
H3 0.043 1.348 2.312  0.38
H4 -1.973 -2.443 -0.108  0.18
H5 0.841 -0.395 -2.487  0.22
N1 -0.030 1.310 1.347  -0.59
N2 -1.507 -0.701 0.750  -0.44
N3 -0.773 -1.233 -1.461  -0.47

b:
One molecule with the formula C5H5N3, computed with ωB97M-V/def2-TZVPD.

Each line ends with the natural charge from an NBO analysis.
Geometry (Å):
C1 1.447 0.207 1.508  -0.04
C2 0.779 -0.993 1.149  -0.31
C3 -0.246 -0.739 0.247  0.11
C4 -1.212 -1.188 -0.689  -0.40
C5 -1.373 -0.113 -1.516  -0.02
H1 0.924 2.213 0.812  0.43
H2 2.503 0.211 2.095  0.24
H3 1.077 -1.957 1.596  0.23
H4 -1.762 -2.177 -0.731  0.24
H5 -2.209 0.057 -2.288  0.21
N1 1.030 1.181 0.642  -0.39
N2 -0.614 0.951 -1.339  -0.31
N3 0.027 0.527 -0.115  -0.02

SMILES string ... c1cc2cc[nH]n2n1

c:
One molecule with the formula C5H5N3, computed with ωB97M-V/def2-TZVPD.

Each line ends with the natural charge from an NBO analysis.
Geometry (Å):
C1 1.995 -0.056 -0.022  -0.02
C2 1.190 1.078 -0.124  -0.33
C3 -0.167 0.541 0.068  0.03
C4 -2.253 -0.259 -0.104  0.12
C5 -0.152 -0.850 0.176  0.23
H1 2.972 -0.306 -0.193  0.20
H2 1.405 2.150 0.119  0.23
H3 -1.752 1.819 0.524  0.42
H4 -3.305 -0.205 -0.362  0.21
H5 1.694 -2.180 -0.158  0.43
N1 -1.421 0.864 0.015  -0.52
N2 -1.393 -1.353 0.002  -0.46
N3 1.185 -1.242 0.058  -0.55

SMILES string ... c1nc2[nH]ccc2[nH]1

c comes first in stability; the runner-up is 0.0406 hartree higher.

a:
One molecule with the formula C5H5N3, computed with ωB97M-V/def2-TZVPD.

Each line ends with the natural charge from an NBO analysis.
Geometry (Å):
C1 -2.636 -0.425 -0.027  -0.33
C2 -1.624 0.459 0.009  -0.25
C3 -0.176 0.227 -0.204  0.33
C4 1.929 0.827 0.015  0.05
C5 2.344 -0.545 -0.055  -0.06
H1 -2.282 -1.459 -0.096  0.22
H2 -3.663 -0.186 0.044  0.21
H3 -1.800 1.485 0.303  0.21
H4 2.569 1.754 0.201  0.21
H5 3.262 -0.873 -0.092  0.20
N1 0.658 1.282 -0.096  -0.41
N2 1.328 -1.411 0.041  -0.16
N3 0.090 -1.135 -0.043  -0.22

SMILES string ... C=Cc1nccnn1

b:
C5H5N3 as an isolated structure, computed with ωB97M-V/def2-TZVPD.

Each line ends with the natural charge from an NBO analysis.
Geometry (Å):
C1 1.903 -0.140 0.075  -0.01
C2 1.314 1.082 -0.066  -0.36
C3 -0.139 0.645 -0.195  0.07
C4 -2.243 -0.338 0.039  0.24
C5 -0.197 -0.775 -0.293  0.18
H1 2.928 -0.466 0.402  0.21
H2 1.821 2.043 -0.153  0.24
H3 -1.675 1.975 0.302  0.42
H4 -3.493 -0.152 0.511  0.21
H5 1.663 -2.258 -0.249  0.44
N1 -1.544 0.948 -0.215  -0.62
N2 -1.482 -1.313 -0.057  -0.46
N3 1.143 -1.251 -0.099  -0.55

a comes first in stability; the runner-up is 0.0149 hartree higher.

a:
C2H2I4S as an isolated structure, computed with ωB97M-V/def2-TZVPD.

Each line ends with the natural charge from an NBO analysis.
Geometry (Å):
C1 -0.260 2.102 0.338  -0.60
C2 0.045 -1.544 -0.295  -0.82
S1 -0.448 -0.212 -1.311  -0.05
I1 0.074 1.227 2.169  0.34
I2 1.158 3.212 -0.627  0.36
I3 -1.666 -2.453 0.708  0.12
I4 1.330 -2.918 -1.276  0.18
H1 -1.078 1.663 -0.145  0.21
H2 0.846 -1.076 0.438  0.25

b:
C2H2I4S as an isolated structure, computed with ωB97M-V/def2-TZVPD.

Each line ends with the natural charge from an NBO analysis.
Geometry (Å):
C1 1.874 -2.173 -0.095  -0.67
C2 -1.495 1.755 -0.003  -0.75
S1 -0.249 0.691 -0.610  0.20
I1 0.636 -2.532 1.495  0.24
I2 1.894 -3.323 -1.791  0.24
I3 -1.315 2.082 2.160  0.16
I4 -1.555 3.670 -1.064  0.17
H1 2.685 -1.483 0.048  0.20
H2 -2.476 1.314 -0.141  0.21

b comes first in stability; the runner-up is 0.0127 hartree higher.